Density functional theory data (ωB97M-V with the def2-TZVPD basis set) for a cluster of 14 separate species, C56H112O24S10 in total at a distorted geometry.

Computed properties:
Net charge   0

Last column: Löwdin charge in e.
Element x y z (Å)
H (5.87495, 4.99455, -1.73236)  0.123
H (-2.69669, -1.38015, -3.32555)  0.087
O (3.50014, -5.69725, 2.92837)  -0.332
H (-5.98249, 0.16931, -2.77953)  0.111
H (-2.19770, 0.23855, -0.10859)  0.101
O (3.55238, -3.04882, -1.49056)  -0.304
H (2.20802, 4.70261, 5.64216)  0.108
O (-0.52295, -1.36830, 2.26777)  -0.327
H (6.04257, 0.04007, -6.74209)  0.131
C (6.63528, -3.07668, -0.24272)  -0.227
H (-2.00714, 1.70492, 6.95611)  0.132
C (3.77300, -0.74355, -4.14543)  -0.246
H (-3.90972, -4.61955, 2.67783)  0.100
C (-0.86720, 5.24011, -0.59676)  -0.211
C (-1.47014, -5.22690, 0.23789)  -0.159
O (5.21843, 2.64080, 1.53835)  -0.337
S (-6.82016, 2.87608, 1.65795)  0.672
H (-1.84830, -0.22827, 4.58642)  0.085
H (3.74343, -0.84867, -3.06145)  0.074
H (5.49078, 3.71017, -3.92873)  0.111
H (-5.46637, -1.15930, 4.19022)  0.096
H (0.34865, -1.53085, -5.88280)  0.129
H (-1.75399, -7.65047, -1.60596)  0.118
C (-3.65361, -2.31713, 4.49017)  -0.236
C (-3.57753, -1.94848, -3.61530)  -0.208
O (5.51568, 0.20896, 2.14069)  -0.332
S (0.11415, 1.34497, -5.86761)  0.675
H (2.40070, 1.89139, 1.68472)  0.074
O (2.65954, 1.52055, -2.09908)  -0.326
H (0.73675, 7.02538, 5.09338)  0.118
H (3.63758, -1.43556, -7.17881)  0.100
C (-5.96667, 0.42918, 1.22726)  -0.239
H (3.03416, -0.03553, -4.44215)  0.069
C (-0.32372, -0.25686, -1.30381)  -0.207
H (-3.05092, -1.98765, 5.31572)  0.107
C (-2.43829, -7.19475, -0.88912)  -0.145
H (3.35512, 2.88150, -4.48904)  0.106
H (4.03864, 3.62405, -0.25165)  0.060
H (-3.88778, 1.18773, 4.38301)  0.096
H (-1.29447, 0.44575, -4.21817)  0.114
H (-0.66643, -7.21425, 0.30744)  0.092
C (0.05904, -4.40870, 3.95381)  -0.206
H (0.60804, -2.85439, 0.58672)  0.061
C (1.07643, -3.39847, 4.53656)  -0.184
H (-2.17923, -7.00058, 1.25512)  0.120
H (7.45640, -3.56903, 0.28406)  0.113
H (5.04178, -4.45724, 0.50468)  0.114
H (-4.19125, -1.57704, -1.58326)  0.101
H (-4.93379, -5.25280, 3.95272)  0.125
C (-0.50193, 0.47750, -7.35461)  -0.201
H (-5.53033, -2.52577, 5.43062)  0.128
H (-5.35704, -0.44398, 1.48439)  0.104
H (-2.27711, -0.24653, -6.49751)  0.116
C (0.87263, -5.62607, 3.53933)  -0.231
C (4.35482, 3.51944, -1.26041)  -0.234
S (-2.20524, 3.28851, -1.68047)  0.724
H (-7.44059, 0.94123, 2.83120)  0.122
H (-0.02627, 5.59750, -0.01475)  0.104
O (-2.74070, 2.96532, 2.78617)  -0.313
H (-7.08325, 2.28521, -0.70354)  0.112
O (6.32590, -1.02340, -4.14842)  -0.293
H (2.70967, -2.31097, -5.06525)  0.128
H (-0.74604, 1.41926, 3.15242)  0.075
H (1.31954, -1.56555, -1.58818)  0.079
C (6.78261, -1.54956, -0.46371)  -0.177
C (-1.37290, 0.58257, 5.17530)  -0.199
H (0.50344, 4.04307, 2.23000)  0.111
C (2.62724, 0.06610, 2.93749)  -0.203
H (0.63014, -2.39953, 4.39167)  0.094
H (0.42913, 0.20714, -7.82415)  0.094
C (0.74639, -1.21471, -0.81038)  -0.170
O (-4.09548, -1.49575, -4.85062)  -0.141
H (5.05717, 1.91230, 4.59279)  0.115
H (4.38117, 5.73225, -1.73145)  0.118
H (0.27081, -6.13096, 2.71686)  0.114
H (5.20524, 2.78363, -1.28350)  0.133
C (-1.09905, 0.05442, -0.05090)  -0.219
H (-1.00654, 1.17415, -7.98542)  0.096
H (0.40943, 4.58523, 5.30786)  0.107
C (-1.60769, -6.72476, 0.32883)  -0.170
H (-0.58643, 0.82649, 0.50238)  0.098
O (1.86585, 4.12316, 3.78370)  -0.188
C (-5.17522, -0.59609, -4.62060)  -0.196
H (5.33814, -1.25801, -2.01415)  0.042
C (-1.26904, 4.24442, -2.92387)  -0.171
O (3.24252, -1.67887, 0.59886)  -0.382
H (0.37422, -0.09319, -3.98553)  0.104
C (-0.63190, -1.09193, -5.59656)  -0.259
H (-0.54871, -2.93416, -0.77539)  0.091
C (5.37102, -1.12698, -0.94557)  -0.179
C (4.22528, 1.77032, 3.88741)  -0.228
H (3.80334, -0.26771, 4.78356)  0.111
C (-1.09715, 3.76762, -0.34205)  -0.234
H (7.17519, -1.02324, 0.42547)  0.108
H (-0.58487, 0.11251, 5.76566)  0.113
H (6.65532, -3.61745, -1.21954)  0.129
H (-1.97095, 4.39235, -3.69048)  0.080
H (-2.21528, -4.62329, 0.91581)  0.131
H (-4.30682, 1.67954, 0.55595)  0.124
O (-0.41269, 2.65315, -5.63571)  -0.296
H (-5.06024, 0.75305, -0.67440)  0.071
H (-2.40752, -3.89835, -1.35979)  0.108
H (-1.38999, 6.39721, -2.31073)  0.101
H (-4.22336, 2.54738, 5.41801)  0.113
H (-5.49303, -2.75748, 2.43477)  0.108
C (-0.37475, 0.10094, -4.75180)  -0.249
H (5.13984, -2.31372, -6.60150)  0.131
H (2.50174, 0.94127, 4.94283)  0.110
C (4.36558, -1.52822, -6.40313)  -0.175
H (4.30863, -2.80588, -4.61437)  0.109
H (2.95871, 0.55334, 0.72170)  0.057
H (3.24602, -3.54117, 4.23052)  0.108
H (-6.01583, -1.13607, -5.04021)  0.125
H (-1.42229, -1.49070, -7.63298)  0.160
C (-6.45156, 1.24702, 2.38570)  -0.220
C (-0.92080, 1.67599, 4.18451)  -0.203
H (-0.34019, 6.08267, 3.11377)  0.089
C (2.32597, -3.45689, 3.66003)  -0.234
O (-5.89008, 3.83964, 2.21590)  -0.327
C (1.43206, 4.86057, 4.93257)  -0.206
C (-5.04702, -0.23400, -3.16970)  -0.167
H (2.29010, 6.75215, 4.42916)  0.100
O (-2.51574, -1.90806, 0.85479)  -0.345
H (-3.21106, -1.87475, 3.51432)  0.129
O (5.57529, 1.28597, -4.06686)  -0.290
C (4.65952, 4.39749, -3.57207)  -0.195
C (-6.22974, 2.47514, -0.04708)  -0.181
H (0.04716, 0.68400, -1.62269)  0.087
H (-5.48365, -2.20870, -2.58983)  0.088
H (-5.72249, 3.38172, -0.26178)  0.063
C (4.82207, 4.75679, -2.03758)  -0.201
C (-0.78875, 5.53207, -2.10926)  -0.163
H (-3.32439, -3.00115, -3.63455)  0.117
O (-8.21672, 3.12077, 1.77660)  -0.324
H (-4.29498, 0.56006, -3.01183)  0.110
H (5.34250, -2.99865, 1.55583)  0.119
H (-0.11182, 2.33320, 4.55080)  0.089
H (-1.20881, -1.81501, -5.03242)  0.109
C (-5.51831, -3.22624, 3.44457)  -0.170
H (1.00123, 6.92527, 2.40701)  0.105
O (1.55443, 1.27197, -5.97426)  -0.342
S (5.36050, -0.03614, -4.50268)  0.601
H (-1.18005, -4.96171, -1.83852)  0.097
H (3.02171, -0.98309, 2.63968)  0.083
S (-2.25454, 2.89188, 4.11931)  0.610
S (2.27389, -4.93490, 2.71383)  0.668
H (1.30012, -3.58683, 5.62739)  0.133
H (5.07908, -0.15008, -0.55228)  0.091
C (3.29781, 0.56093, 4.25325)  -0.191
H (3.59070, 2.65382, 3.93097)  0.076
C (-2.47684, 1.17874, 6.09171)  -0.196
S (-1.13331, -1.43721, 0.94041)  0.687
O (-3.53525, 3.87801, -1.38452)  -0.321
H (-0.93490, -0.76293, -1.99120)  0.086
S (4.12302, -2.38662, -0.35844)  0.724
C (3.31731, 3.67494, -3.69314)  -0.223
C (-4.65915, -1.59958, -2.56164)  -0.118
C (0.70759, 6.12750, 3.07055)  -0.146
C (-4.44798, -4.31683, 3.57851)  -0.161
H (1.48506, 0.04291, 3.03000)  0.107
C (1.30648, 6.32207, 4.47939)  -0.140
C (-5.14666, -2.15824, 4.45853)  -0.168
H (-0.75391, -4.76821, 4.62783)  0.130
H (-3.27782, -7.78790, -0.65131)  0.104
C (-1.32450, -0.67558, -6.82264)  -0.220
H (-0.41849, -4.88067, 0.27546)  0.085
H (-6.84424, -0.04148, 0.77800)  0.123
C (-2.01349, -4.91388, -1.20098)  -0.245
C (5.35217, -3.39611, 0.51738)  -0.211
C (3.79001, -1.95680, -5.04192)  -0.212
H (-0.40545, -3.95345, 3.11104)  0.083
C (-3.40469, 1.89774, 5.09260)  -0.207
C (2.98444, 1.00211, 1.70341)  -0.168
H (-1.74396, 3.59381, 0.52586)  0.089
O (-1.78716, 4.00167, 4.82259)  -0.285
H (-5.65217, 1.53982, 3.09220)  0.080
C (-0.04274, -2.32000, -0.04411)  -0.209
S (2.86779, 2.96948, -2.09838)  0.701
C (1.27361, 4.77243, 2.59219)  -0.145
O (1.67710, 3.71850, -1.71964)  -0.326
O (1.85824, -4.63312, 1.36194)  -0.322
H (-3.01424, 0.34725, 6.48604)  0.088
O (-2.15604, 1.89866, -2.12302)  -0.350
H (2.39812, -2.63814, 2.93246)  0.070
H (2.56840, 4.42599, -3.88115)  0.095
H (-5.04039, 0.30990, -5.16841)  0.108
H (1.06106, -6.44378, 4.20882)  0.103
C (-5.29614, 1.30045, 0.19725)  -0.220
S (4.73324, 1.46364, 2.21591)  0.711
H (-6.55528, -3.55677, 3.59350)  0.112
H (1.49999, -0.80543, -0.15674)  0.079
H (-1.66797, 5.80879, -0.22175)  0.098
H (4.55323, 0.79370, -6.45879)  0.107
O (-2.89330, -5.94595, -1.44779)  -0.137
H (-0.40747, 3.61893, -3.18772)  0.077
C (5.05441, -0.16610, -6.22183)  -0.245
H (2.03423, 4.83980, 1.82564)  0.107
H (0.18956, 5.82423, -2.39084)  0.080
O (-3.48734, -3.71500, 4.47716)  -0.156
H (4.77155, 5.33557, -4.13731)  0.112
H (7.53930, -1.33587, -1.23595)  0.115
H (-0.22406, 3.14913, -0.41232)  0.072

Density functional theory data (ωB97M-V with the def2-TZVPD basis set) for a structure of composition C32H62FNO25S4Tl at a distorted geometry.

Computed properties:
Net charge   +1

Last column: Löwdin charge in e.
Element x y z (Å)
H (-0.76620, -24.90308, 13.88643)  0.126
C (0.14805, -28.20262, 13.62901)  -0.119
O (-3.08794, -20.27280, 8.84621)  0.145
H (7.44161, -25.36011, 10.40672)  0.075
H (2.08124, -29.24078, 3.94882)  0.107
O (3.61347, -29.70520, 6.76096)  -0.302
H (0.08866, -24.58711, 2.76040)  0.136
O (2.75725, -24.78288, 8.08628)  0.016
H (0.09072, -22.28698, 2.75880)  0.137
O (4.92053, -24.86946, 11.42777)  -0.285
S (4.25977, -30.81890, 7.46334)  0.717
H (3.47309, -28.65332, 9.34205)  0.097
H (2.46352, -31.52016, 4.83503)  0.072
H (-4.45406, -28.64150, 9.85718)  0.077
H (1.59140, -29.12306, 8.56170)  0.092
F (-0.23853, -25.71173, 7.79887)  -0.344
O (-0.29893, -29.82764, 7.93350)  0.021
C (-3.03849, -27.36904, 8.80314)  -0.256
H (4.97357, -25.52396, 4.45440)  0.127
C (3.30808, -26.78052, 5.09733)  -0.131
O (-1.90958, -22.29903, 10.98029)  0.006
H (-1.72127, -22.22759, 5.12762)  0.110
H (3.98325, -22.21257, 12.10350)  0.068
H (2.39647, -27.45176, 6.92998)  0.099
O (-1.71778, -28.33132, 2.55192)  -0.309
H (1.37163, -26.20929, 6.14773)  0.091
O (3.14295, -25.55795, 13.19120)  -0.298
O (0.63626, -22.81340, 6.50120)  0.084
C (-3.44319, -25.00907, 6.67622)  -0.059
H (-1.35816, -24.72583, 3.76317)  0.133
C (0.39316, -30.19582, 10.00397)  -0.150
O (-2.46112, -24.47405, 9.13703)  -0.374
H (-4.57483, -21.70670, 11.37597)  0.147
C (0.20834, -23.00177, 5.39662)  -0.512
H (-3.84466, -22.68519, 14.30551)  0.135
H (1.14328, -31.89015, 3.78358)  0.099
H (-2.93044, -24.13064, 6.28436)  0.054
H (2.78698, -27.15353, 4.21561)  0.090
H (6.43708, -24.77707, 12.64009)  0.112
H (-1.57191, -22.80973, 2.67513)  0.143
S (3.44086, -24.62102, 12.10555)  0.721
H (1.22727, -29.18836, 5.40185)  0.094
C (-0.42006, -31.14947, 8.12089)  -0.522
H (-0.43792, -32.14713, 9.93862)  0.147
O (4.20750, -30.56145, 9.11828)  -0.278
S (-0.59340, -28.14706, 3.52940)  0.728
O (-2.85019, -20.76829, 6.74250)  0.162
H (-2.33117, -27.20452, 9.61599)  0.112
C (4.16421, -29.36575, 11.19217)  -0.035
H (-1.65858, -26.85658, 4.97875)  0.039
H (-0.09395, -27.14963, 15.58067)  0.116
C (7.05243, -26.16366, 11.03197)  -0.025
C (-3.82597, -21.10273, 11.88834)  -0.057
C (-4.08622, -20.80998, 13.34316)  -0.161
H (6.52023, -26.83785, 10.36090)  0.050
H (1.18370, -31.97995, 9.10019)  0.146
H (-2.00445, -28.60252, 5.38595)  0.085
C (-2.58871, -21.91889, 11.94274)  -0.440
O (0.09865, -29.67881, 3.71034)  -0.254
C (-0.48131, -27.11216, 14.56251)  -0.095
C (-3.25077, -21.79835, 14.08435)  -0.141
C (5.97438, -25.58920, 12.07931)  -0.222
H (5.14570, -28.65801, 9.33683)  0.102
H (1.28567, -30.07090, 10.61710)  0.095
H (-0.46463, -29.87924, 10.59733)  0.120
H (5.53637, -26.39846, 12.66355)  0.100
H (-3.21972, -29.57250, 8.98756)  0.070
C (-0.44942, -24.14654, 3.59973)  -0.143
H (-4.41337, -25.32383, 6.29181)  0.078
H (-5.14141, -20.84382, 13.61431)  0.129
O (-2.18701, -22.10409, 13.17810)  0.071
H (0.24688, -28.19795, 9.15173)  0.125
C (2.97758, -25.30832, 6.98490)  -0.405
H (-2.88442, -21.35206, 15.00885)  0.135
O (-1.36578, -21.34502, 8.08007)  0.088
Tl (0.38512, -23.37297, 9.46341)  1.320
O (0.41698, -27.11902, 3.23334)  -0.320
C (6.06490, -30.66047, 7.37407)  -0.095
H (4.03040, -27.54511, 5.38324)  0.101
O (-0.27214, -25.51078, 11.35879)  0.005
C (2.39372, -26.53845, 6.33503)  -0.061
C (1.44262, -31.22456, 4.59320)  -0.055
C (-0.14905, -25.79329, 13.76492)  -0.075
H (4.43734, -28.43422, 11.68790)  0.069
H (4.76906, -22.97095, 13.51922)  0.069
C (4.30880, -29.25974, 9.69126)  -0.294
O (4.02377, -24.89662, 6.21256)  0.028
H (-0.48124, -27.80970, 5.99016)  0.046
H (-4.61561, -28.77372, 8.17601)  0.082
H (4.89106, -30.07885, 11.58111)  0.089
H (0.81337, -25.37817, 14.06411)  0.111
C (1.29264, -29.77086, 4.48287)  -0.305
H (7.87147, -26.68579, 11.52659)  0.079
C (-3.85248, -28.68579, 8.94931)  -0.036
H (-0.49670, -29.07732, 13.71448)  0.125
O (2.54299, -24.50816, 10.91554)  -0.404
H (-0.67223, -21.01040, 4.68204)  0.143
H (-2.68458, -25.78966, 6.61895)  0.015
C (3.87805, -22.95830, 12.89149)  -0.075
H (3.14551, -29.69552, 11.39612)  0.064
O (-1.04678, -31.84743, 7.35813)  0.126
C (0.55176, -29.20801, 8.87800)  -0.149
O (0.28210, -24.14381, 4.84916)  0.097
H (6.42864, -29.75194, 7.85404)  0.065
C (-0.08408, -26.21177, 12.36545)  -0.440
C (-0.74664, -22.09757, 4.65721)  -0.054
H (0.75146, -31.52573, 5.38040)  0.077
O (3.84787, -32.25392, 7.31800)  -0.292
H (6.15317, -30.56428, 6.29192)  0.068
H (1.18466, -28.38102, 13.91489)  0.125
H (-2.40890, -27.39639, 7.91377)  0.085
H (-1.56260, -27.23810, 14.50732)  0.113
H (3.41829, -24.77980, 4.20238)  0.123
H (6.53176, -31.57765, 7.73312)  0.082
H (-3.80983, -19.80135, 13.65036)  0.124
C (3.97356, -25.43054, 4.87789)  -0.133
H (3.08589, -22.59647, 13.54697)  0.064
C (0.22236, -31.52350, 9.33596)  -0.064
H (-3.79537, -20.11372, 11.43115)  0.133
C (-1.24680, -27.83782, 5.21477)  -0.097
S (-3.74361, -24.79826, 8.52850)  0.683
N (-2.45712, -20.81914, 7.91561)  -0.535
O (0.06196, -27.57244, 12.32663)  0.005
O (-4.95897, -24.01699, 8.79316)  -0.287
O (-4.06333, -26.38220, 8.79257)  -0.273
C (-0.70696, -22.75443, 3.33612)  -0.183

So what do the calculations give for HOMO level? Going down the list: -9.544 -11.824 eV.